# 1
Molecular formula: C12H28O5
Method: DFT, ωB97M-V/def2-TZVPD

Values from the calculation:
calculated total energy = -23133.883 eV
maximum force = 1.6 eV Å⁻¹
LUMO energy = 0.705 eV
HOMO-LUMO gap = 10.417 eV
energy above the lowest of the compared OMol25 structures with the same formula, charge and spin = 0.0 kcal/mol
highest occupied orbital energy = -9.712 eV
multiplicity = 1

Last column: natural (NBO) charge in e.
Atoms and positions in Å:
C -1.9818 -2.5566 1.9834  -0.24
O -1.7379 -2.6682 0.6020  -0.54
C -0.8026 -3.6683 0.2506  -0.09
C 0.5778 -3.0997 -0.1483  0.08
C 0.7083 -1.6187 0.1819  -0.57
C 2.0596 -1.0604 -0.1564  0.45
O 2.4259 0.0592 0.1824  -0.54
O 1.6323 -3.8846 0.3665  -0.53
C 1.8378 -3.7939 1.7665  -0.27
H -2.3109 -3.5055 2.4093  0.17
H -2.7651 -1.8197 2.1139  0.21
H -1.0906 -2.2278 2.5256  0.15
H -1.2267 -4.1948 -0.6004  0.19
H -0.6799 -4.3920 1.0561  0.18
H 0.6623 -3.2036 -1.2289  0.19
H 0.5129 -1.4508 1.2396  0.24
H -0.0628 -1.0605 -0.3428  0.27
H 2.7253 -1.7314 -0.7323  0.12
H 2.6341 -3.0839 1.9814  0.18
H 0.9328 -3.5265 2.3079  0.17
H 2.1524 -4.7722 2.1181  0.20
C -0.0272 1.9689 -2.5444  -0.63
C 1.3125 2.6391 -2.7946  0.10
C 2.3182 1.6762 -3.4091  -0.63
O 1.8245 3.1840 -1.5816  -0.72
H 0.0933 1.1485 -1.8296  0.19
H -0.7356 2.6767 -2.1128  0.21
H -0.4546 1.5637 -3.4631  0.21
H 1.1744 3.4904 -3.4628  0.17
H 2.5016 0.8389 -2.7301  0.20
H 3.2709 2.1771 -3.5799  0.22
H 1.9581 1.2775 -4.3591  0.21
H 1.9742 2.4532 -0.9692  0.47
C -0.5713 2.1806 1.3329  -0.63
C -2.0082 2.3497 0.8673  0.09
C -2.5131 3.7652 1.0998  -0.63
O -2.8602 1.4045 1.5195  -0.72
H -0.4983 2.3621 2.4090  0.20
H -0.2279 1.1621 1.1475  0.21
H 0.0988 2.8713 0.8185  0.22
H -2.0738 2.1139 -0.1953  0.17
H -2.4940 4.0040 2.1668  0.20
H -3.5428 3.8659 0.7559  0.22
H -1.8961 4.4958 0.5751  0.22
H -2.8267 1.5907 2.4629  0.46

=====

# 2
Molecular formula: C28H28As2N2O11Pd
Method: DFT, ωB97M-V/def2-TZVPD

Values from the calculation:
calculated total energy = -180148.905 eV
net charge = -2
maximum force = 1.2 eV Å⁻¹
LUMO energy = 4.541 eV
HOMO-LUMO gap = 6.130 eV
energy above the lowest of the compared OMol25 structures with the same formula, charge and spin = 20.5 kcal/mol
highest occupied orbital energy = -1.589 eV
multiplicity = 1

Last column: Mulliken charge in e.
Atoms and positions in Å:
Pd -0.4692 1.2705 0.9363  0.11
O -2.7867 -3.4112 2.2550  -0.72
C -3.6612 -3.3424 1.2450  0.29
C -4.3997 -4.4841 0.9156  -0.70
C -5.3524 -4.4422 -0.0894  -0.25
C -5.5802 -3.2625 -0.7953  -0.85
C -4.8204 -2.1384 -0.4894  -0.26
C -3.8578 -2.1546 0.5149  0.42
C -3.0906 -0.8757 0.7935  0.43
O -3.1604 0.0554 -0.0134  -0.72
N -2.3771 -0.9725 1.9295  -0.77
N -1.6010 0.1203 2.2584  -0.15
C -1.1237 0.1137 3.4469  -0.08
C -0.3438 1.2004 4.0469  0.58
C 0.2307 0.9666 5.2955  -0.56
C 0.9354 1.9385 5.9872  -0.64
C 1.0545 3.2029 5.4034  -0.44
C 0.4903 3.4694 4.1723  -0.52
C -0.2118 2.4862 3.4306  0.55
O -0.7732 2.8103 2.3022  -1.08
H -2.4540 -2.4516 2.3612  0.62
H -4.2081 -5.3972 1.4696  0.38
H -5.9271 -5.3340 -0.3192  0.34
H -6.3332 -3.2224 -1.5756  0.37
H -4.9466 -1.2032 -1.0249  0.42
H -1.3534 -0.7422 4.0818  0.35
H 0.1109 -0.0231 5.7315  0.29
H 1.3820 1.7206 6.9496  0.37
H 1.5936 3.9893 5.9234  0.34
H 0.5800 4.4477 3.7156  0.37
C -2.4644 -0.4857 -2.7271  -0.82
O -1.5328 -0.6667 -3.8185  -0.32
C -0.2116 -0.3772 -3.8608  -0.40
O 0.2630 -0.3514 -4.9727  -0.62
C 0.6586 -0.0924 -2.6664  0.75
C 1.9744 0.1158 -2.9126  0.47
As 3.1116 1.5601 -2.0780  0.25
C 4.7070 0.4606 -1.7002  -1.23
C 2.2448 1.7127 -0.3873  0.80
C 0.8354 1.7617 -0.4784  -0.09
As 0.0701 -0.3296 -0.8028  0.97
C 1.6539 -1.2401 -0.0860  -1.23
C 0.2342 2.5745 -1.6086  0.25
O 0.7730 3.4486 -2.2373  -0.61
O -1.0612 2.2731 -1.8261  -0.10
C -1.7064 3.0290 -2.8477  -1.01
C 2.8702 1.5193 0.9028  0.16
O 2.3462 1.2899 1.9685  -0.53
O 4.2334 1.6963 0.8664  -0.24
C 4.8873 1.4485 2.1051  -0.82
C 2.6692 -0.3065 -4.1683  -0.09
O 3.3365 0.4205 -4.8574  -0.64
O 2.7016 -1.6343 -4.4699  -0.37
C 2.0366 -2.5955 -3.6504  -0.46
H -3.4482 -0.5988 -3.1830  0.20
H -2.4020 0.4928 -2.2680  0.27
H -2.3434 -1.2405 -1.9617  0.48
H 5.0294 0.0218 -2.6451  0.35
H 4.5121 -0.3200 -0.9670  0.34
H 5.4886 1.1111 -1.3168  0.36
H 2.5790 -0.8808 -0.5310  0.14
H 1.5500 -2.3106 -0.2594  0.47
H 1.6702 -1.0519 0.9850  0.26
H -2.7339 2.6776 -2.8601  0.29
H -1.2329 2.8646 -3.8152  0.33
H -1.6711 4.0918 -2.6216  0.38
H 5.9426 1.3155 1.8727  0.24
H 4.4916 0.5612 2.5942  0.33
H 4.7635 2.2886 2.7898  0.28
H 2.4401 -3.5617 -3.9438  0.34
H 0.9615 -2.5951 -3.8207  0.21
H 2.2267 -2.4313 -2.5933  0.15

=====

# 3
Molecular formula: CHO5S
Method: DFT, ωB97M-V/def2-TZVPD

Values from the calculation:
calculated total energy = -22127.868 eV
net charge = -1
maximum force = 2.0 eV Å⁻¹
LUMO energy = 3.864 eV
HOMO-LUMO gap = 8.700 eV
energy above the lowest of the compared OMol25 structures with the same formula, charge and spin = 14.2 kcal/mol
highest occupied orbital energy = -4.837 eV
multiplicity = 1

Last column: natural (NBO) charge in e.
Atoms and positions in Å:
C 1.9088 -0.8996 0.1531  1.06
O 2.3989 -1.4400 -0.7546  -0.59
O 1.8353 -0.6477 1.2824  -0.60
O -0.9388 2.0822 0.1288  -1.02
O -2.0757 -0.2775 -0.1898  -0.99
O 0.4066 0.2475 -0.6756  -1.00
S -0.6368 0.6444 0.3681  1.68
H -2.8982 0.2906 -0.3123  0.47

=====

Among the records above, which one has the lowest HOMO-LUMO gap? C28H28As2N2O11Pd

=====

The highest energy above the lowest of the compared OMol25 structures with the same formula, charge and spin belongs to which entry? C28H28As2N2O11Pd